(1)
Density functional theory data (ωB97M-V with the def2-TZVPD basis set) for a cluster of 7 separate species, C18H54N4O7 in total at a distorted geometry.

Its LUMO energy is -0.707 eV. As for the spin multiplicity: 1. Its energy is -1463.6197 hartree. As for the relative energy (zero: lowest compared OMol25 entry of this formula, charge and spin): 552.81 kJ/mol. The value obtained for the largest force on an atom is 0.083 hartree/bohr. The HOMO-LUMO gap is 7.42 eV.

Each atom is followed by the atoms it is bonded to, with distances in Å.
Cartesian coordinates (Å):
1 O 2.21 -3.33 3.69  H2 0.960, H3 0.960, H4 0.960
2 H 2.58 -3.85 2.97  O1 0.960
3 H 1.96 -2.48 3.31  O1 0.960
4 H 1.42 -3.77 4.00  O1 0.960
5 C 0.61 -0.07 0.20  C6 1.515, H8 1.090, H9 1.090, H10 1.090
6 C 0.17 -0.80 1.45  C5 1.515, O7 1.431, H11 1.090, H12 1.090
7 O 1.25 -1.61 1.93  C6 1.431
8 H 1.00 -0.77 -0.54  C5 1.090
9 H 1.37 0.65 0.50  C5 1.090
10 H -0.17 0.55 -0.24  C5 1.090
11 H -0.74 -1.39 1.37  C6 1.090
12 H -0.19 -0.14 2.23  C6 1.090
13 C 2.63 0.15 4.85  C14 1.599, H19 1.090, H20 1.090, H21 1.090
14 C 3.73 0.56 3.76  C13 1.599, C15 1.602, N18 1.499, H22 1.090
15 C 5.00 1.29 4.41  C14 1.602, O16 1.455, H23 1.090, H24 1.090
16 O 4.76 2.58 5.03  C15 1.455, C17 1.421
17 C 4.31 3.63 4.20  O16 1.421, H25 1.090, H26 1.090, H27 1.090
18 N 4.23 -0.62 2.97  C14 1.499, H28 1.010, H29 1.010
19 H 2.01 -0.48 4.21  C13 1.090
20 H 1.99 0.99 5.12  C13 1.090
21 H 3.06 -0.40 5.69  C13 1.090
22 H 3.37 1.39 3.16  C14 1.090
23 H 5.84 1.37 3.71  C15 1.090
24 H 5.37 0.63 5.19  C15 1.090
25 H 4.66 3.62 3.16  C17 1.090
26 H 4.39 4.65 4.60  C17 1.090
27 H 3.24 3.57 3.99  C17 1.090
28 H 3.33 -1.01 2.73  N18 1.010
29 H 4.70 -0.27 2.15  N18 1.010
30 C -2.44 -2.99 -0.76  C31 1.548, H36 1.090, H37 1.090, H38 1.090
31 C -1.36 -4.09 -0.90  C30 1.548, C32 1.570, N35 1.452, H39 1.090
32 C -0.36 -3.97 -2.11  C31 1.570, O33 1.386, H40 1.090, H41 1.090
33 O -0.93 -3.83 -3.36  C32 1.386, C34 1.406
34 C -0.08 -3.69 -4.48  O33 1.406, H42 1.090, H43 1.090, H44 1.090
35 N -0.66 -4.19 0.37  C31 1.452, H45 1.010, H46 1.010
36 H -3.27 -3.21 -1.43  C30 1.090
37 H -1.89 -2.05 -0.87  C30 1.090
38 H -2.93 -2.94 0.21  C30 1.090
39 H -1.80 -5.09 -0.95  C31 1.090
40 H 0.30 -4.83 -2.23  C32 1.090
41 H 0.22 -3.08 -1.84  C32 1.090
42 H -0.64 -3.13 -5.23  C34 1.090
43 H 0.03 -4.68 -4.92  C34 1.090
44 H 0.82 -3.13 -4.25  C34 1.090
45 H 0.03 -4.89 0.15  N35 1.010
46 H -0.10 -3.36 0.48  N35 1.010
47 C -2.00 1.20 -3.61  C48 1.496, H53 1.090, H54 1.090, H55 1.090
48 C -2.35 0.02 -4.47  C47 1.496, C49 1.582, N52 1.439, H56 1.090
49 C -3.49 -0.79 -3.72  C48 1.582, O50 1.416, H57 1.090, H58 1.090
50 O -4.76 -0.29 -4.09  C49 1.416, C51 1.446
51 C -5.80 -1.16 -3.58  O50 1.446, H59 1.090, H60 1.090, H61 1.090
52 N -2.66 0.37 -5.83  C48 1.439, H62 1.010, H63 1.010
53 H -2.91 1.77 -3.44  C47 1.090
54 H -1.10 1.66 -4.01  C47 1.090
55 H -1.86 0.85 -2.59  C47 1.090
56 H -1.48 -0.64 -4.43  C48 1.090
57 H -3.35 -0.99 -2.65  C49 1.090
58 H -3.39 -1.75 -4.23  C49 1.090
59 H -6.80 -0.78 -3.82  C51 1.090
60 H -5.65 -1.11 -2.50  C51 1.090
61 H -5.70 -2.14 -4.05  C51 1.090
62 H -3.52 0.90 -5.75  N52 1.010
63 H -2.82 -0.48 -6.34  N52 1.010
64 C -0.14 5.61 0.13  C65 1.486, H70 1.090, H71 1.090, H72 1.090
65 C 0.30 4.28 0.61  C64 1.486, C66 1.579, N69 1.538, H73 1.090
66 C -0.91 3.29 0.83  C65 1.579, O67 1.399, H74 1.090, H75 1.090
67 O -1.78 3.80 1.80  C66 1.399, C68 1.426
68 C -3.04 3.14 1.90  O67 1.426, H76 1.090, H77 1.090, H78 1.090
69 N 1.28 3.76 -0.46  C65 1.538, H79 1.010, H80 1.010
70 H -0.63 6.14 0.95  C64 1.090
71 H -0.76 5.57 -0.77  C64 1.090
72 H 0.60 6.33 -0.20  C64 1.090
73 H 0.89 4.56 1.49  C65 1.090
74 H -0.54 2.33 1.18  C66 1.090
75 H -1.36 3.01 -0.12  C66 1.090
76 H -3.23 2.77 2.90  C68 1.090
77 H -2.84 2.22 1.35  C68 1.090
78 H -3.87 3.76 1.55  C68 1.090
79 H 0.74 3.42 -1.25  N69 1.010
80 H 1.79 2.97 -0.10  N69 1.010
81 O 3.70 -1.82 0.04  H82 0.957, H83 0.957
82 H 3.45 -1.91 -0.88  O81 0.957
83 H 2.98 -1.34 0.45  O81 0.957



(2)
Density functional theory data (ωB97M-V with the def2-TZVPD basis set) for a cluster of 9 separate species, C18H54O11 in total at a distorted geometry.

Its LUMO energy is 0.248 eV. As for the spin multiplicity: 1. Its energy is -1545.7312 hartree. As for the relative energy (zero: lowest compared OMol25 entry of this formula, charge and spin): 0.00 kJ/mol. As for the structure (SMILES): OCCO.OCCO.CCO.CCO.CCO.CCO.CCO.CCO.CCO. The value obtained for the largest force on an atom is 0.046 hartree/bohr. The HOMO-LUMO gap is 9.43 eV.

Each atom is followed by the atoms it is bonded to, with distances in Å.
Cartesian coordinates (Å):
1 O -4.22 5.55 -1.54  C2 1.413, H5 0.973
2 C -4.36 6.96 -1.49  O1 1.413, C3 1.476, H6 1.103, H7 1.098
3 C -4.83 7.38 -0.16  C2 1.476, O4 1.380, H8 1.111, H9 1.100
4 O -3.89 7.01 0.78  C3 1.380, H10 1.002
5 H -3.44 5.33 -1.00  O1 0.973
6 H -3.42 7.46 -1.77  C2 1.103
7 H -5.07 7.31 -2.26  C2 1.098
8 H -5.78 6.84 0.03  C3 1.111
9 H -5.11 8.45 -0.17  C3 1.100
10 H -3.75 7.72 1.47  O4 1.002
11 O -8.52 8.84 1.15  C12 1.421, H15 0.963
12 C -8.35 8.57 2.54  O11 1.421, C13 1.480, H16 1.105, H17 1.097
13 C -7.39 9.57 3.04  C12 1.480, O14 1.442, H18 1.096, H19 1.097
14 O -7.25 9.34 4.46  C13 1.442, H20 0.962
15 H -8.97 8.09 0.74  O11 0.963
16 H -9.30 8.67 3.09  C12 1.105
17 H -8.01 7.54 2.71  C12 1.097
18 H -7.83 10.55 2.85  C13 1.096
19 H -6.44 9.44 2.51  C13 1.097
20 H -6.84 10.10 4.87  O14 0.962
21 C 0.47 10.55 3.12  C22 1.523, H24 1.090, H25 1.097, H26 1.085
22 C 1.01 11.91 3.55  C21 1.523, O23 1.441, H27 1.099, H28 1.110
23 O 1.17 11.90 4.98  C22 1.441, H29 0.959
24 H 0.15 10.58 2.08  C21 1.090
25 H -0.40 10.31 3.74  C21 1.097
26 H 1.22 9.77 3.26  C21 1.085
27 H 0.33 12.71 3.22  C22 1.099
28 H 1.98 12.09 3.06  C22 1.110
29 H 1.80 12.58 5.24  O23 0.959
30 C -1.53 7.34 4.96  C31 1.497, H33 1.085, H34 1.097, H35 1.087
31 C -2.64 7.93 5.78  C30 1.497, O32 1.473, H36 1.089, H37 1.097
32 O -2.89 9.31 5.35  C31 1.473, H38 0.963
33 H -1.84 7.17 3.93  C30 1.085
34 H -1.25 6.36 5.38  C30 1.097
35 H -0.66 7.98 5.00  C30 1.087
36 H -2.36 7.93 6.83  C31 1.089
37 H -3.56 7.35 5.62  C31 1.097
38 H -3.42 9.76 6.02  O32 0.963
39 C -8.27 15.15 -0.70  C40 1.522, H42 1.100, H43 1.091, H44 1.086
40 C -6.97 14.89 0.05  C39 1.522, O41 1.453, H45 1.097, H46 1.098
41 O -6.47 16.11 0.66  C40 1.453, H47 0.985
42 H -8.58 14.20 -1.17  C39 1.100
43 H -8.11 15.85 -1.52  C39 1.091
44 H -9.05 15.52 -0.05  C39 1.086
45 H -6.22 14.55 -0.67  C40 1.097
46 H -7.14 14.13 0.82  C40 1.098
47 H -5.50 16.01 0.83  O41 0.985
48 C -10.83 12.21 -1.44  C49 1.500, H51 1.085, H52 1.092, H53 1.089
49 C -9.98 11.85 -0.25  C48 1.500, O50 1.440, H54 1.099, H55 1.104
50 O -8.86 11.05 -0.68  C49 1.440, H56 0.974
51 H -11.27 13.19 -1.31  C48 1.085
52 H -11.61 11.47 -1.60  C48 1.092
53 H -10.20 12.19 -2.33  C48 1.089
54 H -10.55 11.31 0.52  C49 1.099
55 H -9.59 12.76 0.23  C49 1.104
56 H -8.65 10.39 0.00  O50 0.974
57 C -4.55 11.18 2.10  C58 1.484, H60 1.091, H61 1.089, H62 1.096
58 C -3.26 10.46 2.01  C57 1.484, O59 1.415, H63 1.103, H64 1.088
59 O -3.33 9.14 2.52  C58 1.415, H65 0.982
60 H -4.49 12.17 1.64  C57 1.091
61 H -4.88 11.28 3.13  C57 1.089
62 H -5.32 10.65 1.53  C57 1.096
63 H -2.48 11.02 2.55  C58 1.103
64 H -2.94 10.42 0.97  C58 1.088
65 H -3.25 9.18 3.50  O59 0.982
66 C -1.64 11.36 -1.54  C67 1.485, H69 1.094, H70 1.091, H71 1.098
67 C -2.66 10.94 -2.54  C66 1.485, O68 1.423, H72 1.099, H73 1.099
68 O -3.73 10.23 -1.93  C67 1.423, H74 0.962
69 H -0.78 11.85 -2.02  C66 1.094
70 H -1.28 10.54 -0.92  C66 1.091
71 H -2.09 12.08 -0.85  C66 1.098
72 H -2.20 10.31 -3.32  C67 1.099
73 H -3.02 11.83 -3.07  C67 1.099
74 H -4.54 10.72 -2.05  O68 0.962
75 C -3.45 14.65 -1.33  C76 1.497, H78 1.093, H79 1.085, H80 1.092
76 C -2.64 15.51 -0.41  C75 1.497, O77 1.423, H81 1.100, H82 1.100
77 O -3.53 16.04 0.56  C76 1.423, H83 0.962
78 H -4.08 15.27 -1.96  C75 1.093
79 H -4.03 13.94 -0.75  C75 1.085
80 H -2.77 14.14 -2.02  C75 1.092
81 H -2.13 16.32 -0.95  C76 1.100
82 H -1.85 14.92 0.07  C76 1.100
83 H -3.02 16.55 1.20  O77 0.962